1.
Entry from OMol25: a structure of composition C38H85AsF6O22P3S5 at a distorted geometry (ωB97M-V/def2-TZVPD).

Geometry as XYZ:
```
160
Properties=species:S:1:pos:R:3
As 0.16 0.01 -0.03
F -0.46 -1.18 -1.14
F 0.11 -1.12 1.32
F 0.59 1.34 1.05
F 0.34 1.15 -1.35
F -1.50 0.55 0.22
F 1.84 -0.46 -0.22
C -1.85 3.51 2.25
C -1.66 3.90 0.78
C -1.31 5.40 0.75
S -0.42 5.71 2.34
O -1.20 6.69 3.09
O 1.00 5.89 2.10
C -0.72 4.08 3.05
H -1.97 2.45 2.49
H -2.79 3.96 2.61
H -2.38 3.58 0.02
H -0.79 3.30 0.50
H -2.22 5.99 0.88
H -0.71 5.73 -0.09
H -0.88 4.20 4.12
H 0.24 3.60 2.86
C 5.46 0.78 0.91
C 7.01 0.69 1.00
C 7.52 -0.29 -0.09
S 6.24 -1.55 -0.24
O 6.37 -2.58 0.79
O 6.06 -1.97 -1.63
C 4.86 -0.46 0.27
H 5.26 1.68 0.34
H 5.07 0.88 1.93
H 7.37 0.36 1.97
H 7.34 1.70 0.78
H 8.51 -0.71 0.05
H 7.50 0.21 -1.06
H 4.05 -1.04 0.69
H 4.51 -0.07 -0.69
C 2.97 -3.34 -4.00
C 2.38 -2.37 -2.97
C 2.23 -1.03 -3.68
S 3.64 -0.89 -4.85
O 4.65 0.02 -4.37
O 3.09 -0.75 -6.19
C 4.17 -2.60 -4.60
H 2.22 -3.58 -4.76
H 3.18 -4.35 -3.65
H 3.07 -2.30 -2.12
H 1.46 -2.82 -2.59
H 2.08 -0.13 -3.09
H 1.35 -1.22 -4.30
H 4.95 -2.62 -3.84
H 4.64 -2.95 -5.52
C 3.02 -3.91 0.47
C 3.89 -4.94 -0.32
C 3.10 -6.26 -0.29
S 1.42 -5.75 -0.68
O 0.48 -6.64 -0.05
O 1.34 -5.56 -2.12
C 1.52 -4.16 0.23
H 3.31 -2.92 0.14
H 3.13 -4.02 1.55
H 4.87 -4.96 0.14
H 3.99 -4.57 -1.33
H 3.04 -6.73 0.69
H 3.38 -6.98 -1.06
H 1.03 -4.43 1.16
H 0.96 -3.39 -0.28
C 4.23 -3.16 4.50
C 4.23 -2.01 3.46
C 2.83 -1.58 3.11
S 1.74 -2.18 4.38
O 0.89 -3.21 3.82
O 1.19 -1.03 5.09
C 3.04 -2.88 5.41
H 5.18 -3.10 5.04
H 4.17 -4.08 3.92
H 4.89 -2.20 2.61
H 4.85 -1.16 3.81
H 2.37 -2.08 2.26
H 2.60 -0.51 3.04
H 2.65 -3.68 6.03
H 3.33 -2.03 6.03
C -3.10 0.80 4.63
C -3.01 -0.66 4.24
O -4.18 -1.03 3.52
P -4.47 -2.59 3.27
O -5.80 -2.86 2.74
O -3.27 -3.12 2.35
C -3.40 -3.24 0.94
C -2.10 -3.74 0.33
O -4.17 -3.23 4.73
C -3.76 -4.57 4.89
C -3.87 -4.95 6.37
H -2.19 1.18 5.10
H -3.32 1.41 3.75
H -3.94 0.91 5.32
H -2.10 -0.84 3.65
H -2.83 -1.26 5.14
H -4.17 -3.98 0.71
H -3.69 -2.30 0.47
H -1.76 -4.70 0.71
H -2.07 -3.71 -0.76
H -1.29 -3.06 0.60
H -4.34 -5.27 4.28
H -2.73 -4.74 4.56
H -3.02 -5.56 6.67
H -3.69 -4.07 7.00
H -4.79 -5.44 6.67
C -2.11 6.28 -4.27
C -1.72 5.09 -3.42
O -0.43 4.54 -3.72
P 0.91 5.30 -3.31
O 1.00 6.72 -3.68
O 1.09 4.94 -1.77
C 2.34 4.97 -1.07
C 2.36 3.80 -0.10
O 2.05 4.37 -3.93
C 2.07 4.00 -5.30
C 1.41 2.63 -5.46
H -3.13 6.55 -3.95
H -1.52 7.18 -4.17
H -2.29 5.94 -5.30
H -1.88 5.29 -2.36
H -2.38 4.24 -3.64
H 3.19 4.79 -1.73
H 2.42 5.97 -0.65
H 2.64 2.88 -0.61
H 3.08 4.01 0.70
H 1.39 3.72 0.38
H 1.62 4.80 -5.89
H 3.08 3.88 -5.70
H 0.34 2.60 -5.27
H 1.61 2.11 -6.40
H 1.83 1.98 -4.69
C -8.47 1.54 -1.70
C -8.04 0.37 -2.55
O -6.66 0.46 -2.93
P -5.52 0.02 -1.90
O -5.66 -1.23 -1.15
O -4.28 0.11 -2.89
C -3.00 0.66 -2.49
C -2.36 1.03 -3.81
O -5.46 1.29 -0.93
C -4.94 1.24 0.39
C -5.65 2.29 1.26
H -8.28 2.47 -2.24
H -9.55 1.50 -1.52
H -8.05 1.61 -0.70
H -8.23 -0.63 -2.15
H -8.65 0.34 -3.46
H -2.95 1.45 -1.75
H -2.44 -0.16 -2.04
H -3.03 1.75 -4.29
H -1.41 1.58 -3.70
H -2.22 0.17 -4.45
H -5.09 0.26 0.83
H -3.86 1.39 0.48
H -4.91 2.78 1.89
H -6.08 3.08 0.64
H -6.45 1.83 1.84
```

Output
Kohn-Sham gap   9.92 eV
Molecular weight   1336.2 Da
E_LUMO   0.059 Ha
Calculated total energy   -245029.487 eV
Max |F|   2.43 eV/Å
Energy relative to the best compared isomer or geometry (same formula, charge and spin)   0.977 eV
Net charge   -1

Here are the Mulliken charges for atoms 1 to 5, given in e: As 2.554; F -0.464; F -0.540; F -0.503; F -0.596


2.
Entry from OMol25: a structure of composition C36H30BrCrN4OSSi (ωB97M-V/def2-TZVPD).

Geometry as XYZ:
```
75
Properties=species:S:1:pos:R:3
Cr -0.80 0.17 -2.10
N 3.01 1.90 -1.91
C 4.10 1.01 -2.04
C 5.39 1.49 -1.89
C 6.47 0.63 -2.01
C 6.25 -0.71 -2.30
C 4.96 -1.19 -2.46
C 3.88 -0.33 -2.32
S 2.25 -0.99 -2.49
N 1.26 0.41 -2.45
C 1.72 1.59 -2.16
C 0.71 2.67 -2.04
C 1.02 4.01 -1.88
C -0.02 4.92 -1.69
C -1.32 4.46 -1.67
C -1.55 3.11 -1.85
N -0.57 2.24 -2.04
H 3.22 2.83 -1.61
H 5.55 2.54 -1.67
H 7.47 1.00 -1.88
H 7.09 -1.39 -2.40
H 4.79 -2.23 -2.69
H 2.04 4.37 -1.91
H 0.20 5.97 -1.56
H -2.15 5.13 -1.50
H -2.56 2.70 -1.82
C -0.66 -5.51 -1.65
C -1.42 -4.25 -1.95
C -2.80 -4.23 -2.09
C -3.46 -3.04 -2.35
C -2.69 -1.90 -2.45
Br -3.49 -0.21 -2.77
N -1.37 -1.88 -2.31
C -0.75 -3.04 -2.07
H -1.33 -6.37 -1.60
H -0.15 -5.43 -0.69
H 0.09 -5.70 -2.41
H -3.37 -5.15 -1.99
H -4.54 -2.99 -2.45
H 0.33 -2.99 -1.94
O -1.30 0.06 -0.26
Si -1.16 0.13 1.33
C 0.65 -0.08 1.79
C 1.62 0.57 1.03
C 2.97 0.44 1.30
C 3.38 -0.36 2.36
C 2.43 -1.01 3.14
C 1.08 -0.87 2.85
C -2.18 -1.24 2.11
C -2.92 -1.07 3.28
C -3.65 -2.12 3.82
C -3.66 -3.35 3.20
C -2.93 -3.54 2.03
C -2.20 -2.50 1.50
C -1.76 1.81 1.93
C -2.90 2.38 1.34
C -3.37 3.62 1.73
C -2.71 4.32 2.74
C -1.59 3.77 3.33
C -1.12 2.53 2.93
H 1.31 1.21 0.20
H 3.71 0.95 0.69
H 4.43 -0.47 2.59
H 2.75 -1.63 3.97
H 0.35 -1.39 3.46
H -2.92 -0.11 3.77
H -4.22 -1.96 4.73
H -4.23 -4.17 3.62
H -2.94 -4.51 1.54
H -1.64 -2.65 0.58
H -3.42 1.83 0.56
H -4.26 4.04 1.28
H -3.08 5.29 3.05
H -1.07 4.31 4.12
H -0.23 2.12 3.40
```

Output
Kohn-Sham gap (spin up / spin down)   6.85 / 7.00 eV
Molecular weight   726.7 Da
E_LUMO (spin up / spin down)   -0.125 / -0.130 Ha
Calculated total energy   -163002.514 eV
Max |F|   0.81 eV/Å
Spin multiplicity   5
Energy relative to the best compared isomer or geometry (same formula, charge and spin)   0.907 eV
Net charge   +1

Here are the Mulliken charges for atoms 1 to 5, given in e: Cr 0.069; N 0.228; C -0.528; C -0.473; C -0.722


3.
Entry from OMol25: a structure of composition C13H3BCl7F4O2Rh (ωB97M-V/def2-TZVPD).

Geometry as XYZ:
```
31
Properties=species:S:1:pos:R:3
Rh -0.32 0.59 0.79
Cl -0.35 0.51 3.39
C -1.19 -0.93 2.84
C -1.22 -1.01 1.46
C -1.93 -2.05 0.88
Cl -2.10 -2.20 -0.81
C -2.54 -3.00 1.72
Cl -3.40 -4.31 1.03
C -2.46 -2.90 3.11
Cl -3.20 -4.08 4.12
C -1.77 -1.84 3.70
Cl -1.66 -1.64 5.39
Cl 4.42 1.34 -4.40
C 3.07 0.98 -3.38
C 1.79 0.91 -3.94
C 0.70 0.62 -3.17
Cl -0.86 0.52 -3.88
C 0.82 0.41 -1.77
O -0.24 0.10 -1.11
C 2.13 0.47 -1.22
C 2.40 0.19 0.15
O 1.58 0.04 1.08
C 3.25 0.75 -2.04
H 1.67 1.08 -5.00
H 3.45 0.10 0.43
H 4.24 0.79 -1.60
F -0.09 2.79 -0.30
B -1.25 3.02 0.45
F -2.07 3.97 -0.01
F -1.97 1.66 0.32
F -0.89 3.11 1.79
```

Output
Kohn-Sham gap   7.51 eV
Molecular weight   629.0 Da
E_LUMO   -0.057 Ha
Calculated total energy   -119841.217 eV
Max |F|   0.88 eV/Å
Energy relative to the best compared isomer or geometry (same formula, charge and spin)   0.000 eV

Here are the Mulliken charges for atoms 1 to 5, given in e: Rh -0.353; Cl -0.063; C 1.251; C -0.170; C 0.421